Molecular formula: C22H39F6O4PdSSi
Method: DFT, the ωB97M-V functional and the def2-TZVPD basis

Properties
Relative energy (zero: lowest compared OMol25 entry of this formula, charge and spin): 42.9 kcal per mole
Charge: -1
Total energy: -2577.5988 Ha
LUMO (spin up / spin down): 1.5560 / 1.4923 eV
HOMO (spin up / spin down): -5.20 / -5.19 eV

Cartesian coordinates (Å):
Pd -0.459 0.084 -0.471
C -2.856 -1.745 3.848
C -2.652 -0.350 3.255
C -2.504 0.684 4.374
C -3.860 0.018 2.408
O -1.486 -0.354 2.404
Si 0.087 -0.615 2.819
S 1.301 -0.318 1.146
O 0.291 -2.102 3.516
C 0.481 -3.407 2.973
C -0.223 -3.583 1.628
C -0.100 -4.386 3.993
C 1.981 -3.649 2.800
O 0.404 0.406 4.058
C 1.490 0.507 4.966
C 1.248 -0.452 6.135
C 2.825 0.182 4.296
C 1.497 1.954 5.458
H -3.716 -1.752 4.520
H -1.967 -2.047 4.401
H -3.032 -2.465 3.047
H -3.453 0.810 4.898
H -2.204 1.641 3.946
H -1.741 0.375 5.085
H -4.761 -0.003 3.027
H -3.971 -0.683 1.583
H -3.726 1.009 1.982
H -1.289 -3.367 1.727
H -0.097 -4.608 1.273
H 0.191 -2.896 0.891
H -1.182 -4.263 4.052
H 0.328 -4.194 4.978
H 0.124 -5.415 3.704
H 2.379 -2.921 2.092
H 2.165 -4.657 2.424
H 2.497 -3.531 3.755
H 1.113 -1.459 5.742
H 0.343 -0.165 6.674
H 2.092 -0.438 6.828
H 2.860 -0.872 4.014
H 3.648 0.399 4.978
H 2.940 0.774 3.388
H 0.532 2.194 5.907
H 1.655 2.622 4.610
H 2.287 2.104 6.195
C 1.877 0.961 -4.258
C 0.692 0.847 -3.277
O 1.064 0.295 -2.109
C 0.165 2.357 -3.069
F -0.111 2.614 -1.785
F -0.910 2.755 -3.775
F 1.139 3.249 -3.402
C -0.385 -0.088 -4.017
F 0.242 -0.917 -4.898
F -1.347 0.509 -4.745
F -1.008 -0.912 -3.164
H 2.654 1.559 -3.791
H 1.571 1.419 -5.200
H 2.265 -0.037 -4.438
C -5.604 0.451 -2.113
C -4.568 1.583 -2.168
C -5.064 2.775 -1.334
C -4.354 2.026 -3.619
C -3.300 1.103 -1.592
C -2.325 0.678 -1.006
H -6.553 0.784 -2.544
H -5.771 0.144 -1.080
H -5.248 -0.414 -2.674
H -5.988 3.180 -1.757
H -4.308 3.560 -1.321
H -5.252 2.464 -0.306
H -5.296 2.386 -4.043
H -3.988 1.196 -4.223
H -3.616 2.827 -3.663

=====

Molecular formula: C22H39N2O12
Method: DFT, the ωB97M-V functional and the def2-TZVPD basis

Properties
Relative energy (zero: lowest compared OMol25 entry of this formula, charge and spin): 95.7 kcal per mole
Charge: +1
Total energy: -1873.7246 Ha
LUMO: -4.7756 eV
HOMO: -11.89 eV

Cartesian coordinates (Å):
C 3.285 1.264 1.769
C 2.462 0.688 0.811
C 1.028 0.563 1.072
C 0.158 1.646 1.062
C -1.164 1.394 1.377
N -1.511 0.141 1.655
N -0.743 -0.919 1.639
C 0.522 -0.721 1.354
H 3.342 2.338 1.939
H 3.957 0.663 2.373
H 2.903 0.342 -0.124
H 0.481 2.645 0.820
H -1.899 2.182 1.415
H -2.476 -0.035 1.906
H 1.160 -1.589 1.345
C -1.238 8.543 -0.762
C -1.991 7.847 0.351
O -2.909 6.863 -0.164
C -2.377 5.711 -0.530
O -1.215 5.391 -0.447
O -3.353 4.928 -1.002
C -2.889 3.685 -1.513
H -1.935 8.962 -1.488
H -0.626 9.348 -0.357
H -0.588 7.848 -1.291
H -2.607 8.560 0.893
H -1.313 7.384 1.067
H -2.260 3.174 -0.785
H -2.334 3.831 -2.438
H -3.761 3.072 -1.721
C -2.089 -2.834 -1.150
C -3.340 -2.334 -1.841
O -3.033 -1.384 -2.869
C -2.593 -1.914 -4.017
O -2.459 -3.085 -4.243
O -2.330 -0.916 -4.855
C -1.790 -1.332 -6.116
H -1.492 -1.993 -0.787
H -2.344 -3.478 -0.314
H -1.461 -3.402 -1.835
H -3.976 -1.800 -1.135
H -3.925 -3.158 -2.246
H -2.422 -2.085 -6.581
H -0.781 -1.720 -5.983
H -1.757 -0.448 -6.745
C -5.048 -7.185 4.597
C -3.808 -7.308 3.740
O -3.812 -6.355 2.660
C -3.473 -5.120 2.985
O -3.143 -4.719 4.069
O -3.554 -4.362 1.879
C -3.278 -2.989 2.105
H -5.945 -7.256 3.982
H -5.070 -7.977 5.345
H -5.076 -6.225 5.112
H -3.775 -8.285 3.263
H -2.899 -7.198 4.329
H -2.324 -2.857 2.611
H -4.080 -2.532 2.688
H -3.228 -2.507 1.132
C 9.235 1.048 0.988
C 8.580 -0.265 0.620
O 7.240 -0.072 0.129
C 7.152 0.341 -1.133
O 8.065 0.546 -1.884
O 5.855 0.501 -1.425
C 5.617 1.020 -2.738
H 8.611 1.602 1.691
H 10.208 0.870 1.446
H 9.379 1.675 0.109
H 8.478 -0.896 1.500
H 9.168 -0.814 -0.114
H 6.127 0.426 -3.492
H 5.937 2.059 -2.797
H 4.544 0.966 -2.904

=====

Molecular formula: C22H39NO3S
Method: DFT, the ωB97M-V functional and the def2-TZVPD basis

Properties
Relative energy (zero: lowest compared OMol25 entry of this formula, charge and spin): 0.0 kcal per mole
Charge: 0
Total energy: -1539.6511 Ha
LUMO: -0.7211 eV
HOMO: -5.46 eV

Cartesian coordinates (Å):
C 40.681 25.810 11.259
C 41.721 24.672 11.395
N 41.377 23.253 11.646
C 40.373 23.224 12.779
C 40.493 22.659 10.518
C 41.155 22.825 9.119
C 42.628 22.523 11.750
C 42.735 21.012 12.110
O 43.969 20.726 12.610
C 44.216 19.385 13.093
H 41.025 26.864 11.443
H 40.003 25.931 12.050
H 40.231 25.797 10.245
H 42.480 25.047 12.243
H 42.329 24.542 10.501
H 39.368 23.561 12.585
H 40.633 24.069 13.425
H 40.372 22.256 13.052
H 39.533 23.276 10.468
H 40.056 21.591 10.938
H 41.548 23.606 8.609
H 40.302 22.487 8.211
H 42.000 21.967 9.052
H 43.340 23.032 12.444
H 43.380 22.644 10.698
H 42.460 20.363 11.261
H 42.109 20.867 12.887
H 45.311 19.449 13.191
H 43.768 18.724 12.170
H 43.938 19.417 14.175
O 39.571 21.086 5.667
H 39.304 20.202 5.679
C 42.129 23.292 5.212
S 42.382 21.709 4.395
O 43.081 22.118 3.160
C 43.565 21.029 5.424
H 41.530 23.045 6.131
H 41.586 24.044 4.706
H 43.250 23.553 5.380
H 43.080 20.676 6.441
H 44.510 21.743 5.688
H 43.916 20.148 5.065
C 33.733 19.916 4.742
C 35.085 20.629 4.892
C 36.286 19.918 4.680
C 36.171 18.542 4.559
C 34.938 17.837 4.649
C 33.579 18.484 4.698
H 32.836 20.620 4.761
H 35.456 21.473 5.188
H 37.210 20.222 4.788
H 36.891 17.941 4.276
H 34.723 16.904 4.445
H 32.697 17.998 4.836
C 43.053 16.806 5.635
C 42.136 18.026 5.549
C 41.714 18.410 4.252
C 42.324 17.655 3.169
C 43.103 16.633 3.232
C 43.570 16.094 4.637
H 43.347 16.389 6.487
H 41.800 18.635 6.650
H 41.141 19.179 4.049
H 42.095 18.050 2.017
H 43.553 16.502 2.270
H 44.136 15.389 4.717

=====

Molecular formula: C22H40BF5N2O9S4
Method: DFT, the ωB97M-V functional and the def2-TZVPD basis

Properties
Charge: 0
Total energy: -3765.6680 Ha
LUMO: 0.5449 eV
HOMO: -8.41 eV

Cartesian coordinates (Å):
C -0.958 5.959 2.304
C -2.029 5.447 3.333
O -1.770 4.135 3.880
B -0.722 4.115 4.803
O -0.284 5.313 5.448
C 0.102 2.746 5.198
O 1.136 3.095 6.157
O 0.792 2.159 4.089
C 0.199 0.898 3.708
C 0.377 0.724 2.136
N -0.596 1.478 1.329
O -0.534 2.846 1.554
C 0.565 3.386 0.947
N 1.586 3.898 0.808
C 0.243 -0.804 1.701
F 1.350 -1.520 2.162
F -0.905 -1.408 2.216
C 0.266 -0.882 0.126
C -0.928 -0.812 -0.716
C -0.935 -0.841 -2.180
C 0.370 -0.947 -2.863
C 1.589 -1.059 -2.035
C 2.931 -1.202 -2.841
F 2.842 -2.101 -3.868
F 3.934 -1.609 -1.985
F 3.213 0.058 -3.367
C 1.570 -1.032 -0.563
H -1.176 7.061 2.146
H 0.105 5.905 2.657
H -1.082 5.488 1.286
H -3.002 5.359 2.759
H -2.233 6.232 4.119
H 0.394 5.745 4.897
H -0.598 2.005 5.688
H 0.661 3.184 7.003
H -0.909 0.875 3.905
H 0.693 0.049 4.275
H 1.453 0.989 1.910
H -1.533 1.116 1.549
H -1.919 -0.710 -0.204
H -1.890 -0.751 -2.752
H 0.428 -0.940 -3.972
H 2.520 -1.115 0.028
C -2.135 -1.412 -7.427
S -2.590 -0.505 -5.937
O -1.403 -0.508 -5.034
C -3.744 -1.741 -5.313
H -1.382 -0.836 -7.963
H -1.724 -2.386 -7.157
H -3.015 -1.536 -8.060
H -3.231 -2.694 -5.179
H -4.571 -1.854 -6.016
H -4.130 -1.398 -4.353
C 2.236 -4.578 0.774
S 2.168 -5.313 -0.871
O 0.729 -5.506 -1.216
C 2.824 -6.918 -0.383
H 1.832 -3.568 0.716
H 1.638 -5.169 1.470
H 3.273 -4.534 1.110
H 2.189 -7.361 0.386
H 3.841 -6.798 -0.008
H 2.837 -7.566 -1.258
C -0.037 -9.774 -1.823
S 1.434 -10.720 -1.387
O 2.609 -9.821 -1.565
C 1.377 -11.821 -2.814
H -0.176 -8.990 -1.079
H 0.091 -9.320 -2.807
H -0.906 -10.433 -1.822
H 1.415 -11.237 -3.735
H 0.462 -12.413 -2.780
H 2.239 -12.486 -2.770
C -0.180 11.428 2.570
S -1.597 10.316 2.498
O -1.135 8.976 2.963
C -1.695 10.258 0.699
H 0.086 11.578 3.616
H 0.665 10.988 2.039
H -0.447 12.387 2.123
H -0.753 9.892 0.287
H -1.912 11.255 0.314
H -2.500 9.579 0.420